(1)
ORCA calculation (ωB97M-V/def2-TZVPD) on a 2-piece molecular cluster, C14H21F7NO5S overall.

Computed properties:
Total charge = -1
HOMO energy = -1.31 eV
Electronic energy = -56442.0693 eV
Frontier orbital gap = 0.1275 Ha

Positions of all 49 atoms, in Å:
O  3.019  0.511  3.657
S  2.905  1.917  3.548
O  3.847  2.789  4.164
O  2.689  2.332  2.041
C  1.630  3.283  1.851
C  0.981  3.445  3.253
C  -0.561  3.559  3.270
F  -0.884  4.561  4.136
F  -1.007  3.944  2.046
C  -1.412  2.323  3.697
F  -2.688  2.746  3.826
F  -1.009  1.889  4.888
C  -1.428  1.160  2.649
F  -2.296  1.448  1.690
F  -0.221  1.017  2.099
F  -1.785  0.027  3.226
O  1.450  2.364  4.040
H  0.979  2.865  1.083
H  2.043  4.236  1.509
H  1.356  4.364  3.718
C  -0.601  0.529  -1.367
C  0.256  -0.748  -1.468
C  -0.249  -1.768  -0.434
C  -1.581  -2.436  -0.792
C  -1.787  -2.550  -2.310
C  -0.487  -2.491  -3.118
N  0.176  -1.230  -2.854
O  1.389  -1.136  -3.556
C  -0.856  -2.498  -4.603
C  0.379  -3.741  -2.852
C  1.686  -0.385  -1.084
H  -0.230  1.261  -2.086
H  -0.560  0.976  -0.366
H  -1.646  0.324  -1.607
H  0.516  -2.539  -0.318
H  -0.324  -1.283  0.546
H  -1.603  -3.432  -0.339
H  -2.419  -1.890  -0.347
H  -2.320  -3.479  -2.540
H  -2.428  -1.736  -2.661
H  -1.411  -1.590  -4.846
H  -1.477  -3.370  -4.844
H  0.044  -2.521  -5.214
H  -0.161  -4.655  -3.125
H  0.671  -3.826  -1.805
H  1.288  -3.677  -3.450
H  1.701  -0.003  -0.054
H  2.088  0.371  -1.754
H  2.338  -1.256  -1.142

Atoms 1-2, force components in eV/Å:
-0.0038 0.2684 0.0034
0.0782 0.1420 0.0934

---

(2)
ORCA calculation (ωB97M-V/def2-TZVPD) on C14H21FN4O3PSc as an isolated structure.

Computed properties:
HOMO energy (alpha / beta) = -7.78 / -7.34 eV
Electronic energy = -59668.5447 eV
Frontier orbital gap (alpha / beta) = 0.2887 / 0.2692 Ha
Relative energy (zero: lowest compared OMol25 entry of this formula, charge and spin) = 7.559 eV

Positions of all 45 atoms, in Å:
Sc  -0.373  -0.605  -0.783
C  0.375  -0.166  2.673
N  -0.328  -0.798  1.555
C  -0.824  -1.967  1.796
C  -1.525  -2.744  0.832
C  -2.198  -3.951  1.008
C  -2.715  -4.294  -0.245
C  -2.321  -3.287  -1.123
N  -1.607  -2.343  -0.485
C  1.886  -0.145  2.594
C  2.566  0.263  1.452
C  3.951  0.286  1.421
C  4.682  -0.088  2.541
C  4.015  -0.483  3.690
C  2.627  -0.512  3.713
H  0.095  -0.670  3.604
H  0.007  0.863  2.754
H  -0.722  -2.408  2.792
H  -2.296  -4.498  1.933
H  -3.299  -5.165  -0.495
H  -2.518  -3.202  -2.181
H  2.002  0.539  0.573
H  4.463  0.589  0.516
H  5.763  -0.074  2.516
H  4.574  -0.777  4.569
H  2.114  -0.829  4.614
O  -0.552  -0.591  -2.859
N  -4.319  1.137  -3.409
C  -2.397  2.517  -2.945
P  -1.058  1.827  -2.164
O  -0.388  0.818  -3.213
O  -1.482  1.162  -0.843
C  0.130  3.074  -1.869
N  1.955  2.852  -0.856
H  -3.965  0.393  -3.997
H  -5.164  1.506  -3.825
H  -4.551  0.728  -2.512
H  -2.891  3.281  -2.348
H  -2.194  2.860  -3.955
H  -0.294  3.863  -1.254
H  0.540  3.458  -2.798
H  2.525  3.680  -0.738
H  2.480  2.145  -1.362
H  1.750  2.469  0.061
F  1.482  -0.712  -0.946

Atoms 1-2, force components in eV/Å:
-0.4609 -0.5341 -0.5090
-0.1874 0.2467 0.0321

---

(3)
ORCA calculation (ωB97M-V/def2-TZVPD) on a 3-piece molecular cluster, C14H21FO4S2 overall.

Computed properties:
HOMO energy = -9.60 eV
Electronic energy = -47428.9550 eV
Frontier orbital gap = 0.3687 Ha
Relative energy (zero: lowest compared OMol25 entry of this formula, charge and spin) = 0.981 eV
Structure (SMILES) = O=S1(=O)CCCC1.O=S1(=O)CCCC1.Fc1ccccc1

Positions of all 42 atoms, in Å:
O  -5.119  -0.415  1.017
S  -3.860  -0.336  1.532
O  -2.892  0.404  0.801
C  -3.881  0.272  3.164
C  -3.425  -0.822  4.025
C  -2.443  -1.669  3.193
C  -3.178  -1.892  1.921
H  -4.982  0.654  3.443
H  -3.222  1.265  3.065
H  -2.768  -0.285  4.781
H  -4.191  -1.219  4.745
H  -2.084  -2.670  3.824
H  -1.642  -1.310  3.142
H  -3.847  -2.531  2.300
H  -2.472  -2.363  1.251
O  2.458  -0.688  -5.572
S  1.790  0.592  -5.433
O  1.234  1.215  -6.622
C  0.576  0.417  -4.247
C  0.659  1.703  -3.533
C  2.140  2.108  -3.331
C  2.782  1.791  -4.551
H  0.745  -0.335  -3.607
H  -0.320  0.306  -4.730
H  0.243  2.463  -4.335
H  -0.039  1.840  -2.529
H  2.615  1.494  -2.612
H  2.172  2.956  -2.720
H  3.824  1.550  -4.426
H  2.913  2.829  -4.978
F  0.916  0.010  -0.611
C  1.502  -0.376  0.535
C  0.799  -0.220  1.714
C  1.476  -0.555  3.000
C  2.780  -1.002  2.971
C  3.463  -1.097  1.793
C  2.933  -0.825  0.616
H  -0.318  0.304  1.773
H  1.162  -0.424  3.992
H  3.392  -1.233  3.866
H  4.580  -1.218  1.871
H  3.546  -0.693  -0.482

Atoms 1-2, force components in eV/Å:
-5.8568 -0.7871 -2.2630
3.9619 0.4324 0.8329

---

(4)
ORCA calculation (ωB97M-V/def2-TZVPD) on C14H21N3O3 as an isolated structure.

Computed properties:
HOMO energy = -7.40 eV
Electronic energy = -25450.6269 eV
Frontier orbital gap = 0.2784 Ha
Relative energy (zero: lowest compared OMol25 entry of this formula, charge and spin) = 23.048 eV

Positions of all 41 atoms, in Å:
C  -5.218  -1.085  0.168
H  -5.289  -1.621  1.017
H  -5.187  0.075  0.242
H  -5.994  -1.398  -0.645
C  -3.867  -1.627  -0.642
N  -2.847  -1.334  0.499
H  -3.038  -1.963  1.423
C  -2.509  0.135  0.746
H  -3.368  0.835  0.591
C  -1.192  0.588  0.134
N  -0.268  -0.175  0.273
C  1.011  -0.010  0.092
C  2.079  -1.314  0.120
C  3.441  -0.773  0.216
C  3.889  0.439  -0.021
C  2.872  1.433  0.208
C  1.619  1.059  0.168
C  0.548  2.289  0.146
C  -0.609  2.041  0.691
H  -1.493  2.766  0.772
H  -0.568  1.770  1.728
H  0.884  3.329  0.692
H  0.375  2.706  -0.925
H  3.218  2.539  0.203
C  5.361  0.999  -0.181
O  6.030  0.632  -1.208
H  6.057  -0.534  -1.302
H  5.498  2.062  0.221
H  5.836  0.247  0.953
N  4.322  -2.035  0.289
O  3.852  -2.930  0.598
O  5.401  -1.901  -0.314
H  1.766  -2.121  0.311
H  -0.562  -1.454  0.200
H  -1.506  0.742  -0.913
H  -2.237  0.323  1.979
C  -3.614  -0.708  -1.975
H  -4.385  -0.995  -2.271
H  -3.731  0.406  -1.652
H  -2.771  -0.833  -2.091
H  -3.807  -2.605  -0.537

Atoms 1-2, force components in eV/Å:
0.4382 1.4112 -7.4725
-0.5758 -1.4656 2.9363

---

(5)
ORCA calculation (ωB97M-V/def2-TZVPD) on the molecule C14H21N5O3S.

Computed properties:
HOMO energy = -8.81 eV
Electronic energy = -39286.0564 eV
Frontier orbital gap = 0.3430 Ha
Relative energy (zero: lowest compared OMol25 entry of this formula, charge and spin) = 3.664 eV
Structure (SMILES) = COCCn1c(SCC(=O)Nc2cc(C)on2)nnc1C(C)C

Positions of all 44 atoms, in Å:
C  -1.097  -1.225  2.244
O  -2.305  -0.540  2.492
C  -2.243  0.862  2.371
C  -2.796  1.363  1.024
N  -1.999  0.912  -0.082
C  -0.817  1.449  -0.499
S  -0.127  2.886  0.193
C  1.259  3.142  -0.965
C  2.487  2.344  -0.542
O  3.441  2.869  -0.015
N  2.371  1.020  -0.812
C  3.300  0.061  -0.473
C  4.609  0.228  0.054
C  5.062  -1.051  0.191
C  6.347  -1.605  0.679
O  4.108  -1.907  -0.216
N  3.017  -1.212  -0.625
N  -0.314  0.742  -1.478
N  -1.159  -0.275  -1.718
C  -2.158  -0.190  -0.891
C  -3.318  -1.121  -0.829
C  -4.461  -0.563  -1.685
C  -2.897  -2.502  -1.324
H  -1.299  -2.273  2.457
H  -0.763  -1.133  1.206
H  -0.299  -0.869  2.905
H  -1.217  1.225  2.507
H  -2.871  1.277  3.166
H  -3.814  0.994  0.894
H  -2.799  2.457  1.027
H  0.909  2.858  -1.956
H  1.488  4.206  -0.915
H  1.502  0.675  -1.242
H  5.098  1.150  0.283
H  6.174  -2.264  1.528
H  7.006  -0.796  0.978
H  6.824  -2.190  -0.106
H  -3.648  -1.196  0.213
H  -4.762  0.428  -1.351
H  -4.143  -0.494  -2.723
H  -5.323  -1.223  -1.628
H  -3.748  -3.178  -1.311
H  -2.114  -2.911  -0.690
H  -2.510  -2.429  -2.336

Atoms 1-2, force components in eV/Å:
0.1909 -0.1098 -0.0182
-0.3084 0.1833 -0.1156

---

no.,F_max (eV Å⁻¹)
1,0.6
2,1.8
3,13.6
4,18.7
5,1.3